Version 1
Here is a cluster of 5 separate species, H10O5 in total from OMol25. Energies are from ωB97M-V with the def2-TZVPD basis set.

Calculated values
SMILES	O.O.O.O.O
highest occupied orbital energy	-11.385	eV
orbital gap	11.85	eV
multiplicity	1

```
15
Properties=species:S:1:pos:R:3:nbo_charge:R:1
H 21.52166 16.27180 -12.01037 0.47
H 18.73439 19.59280 -10.27848 0.47
H 20.63076 20.80370 -6.05570 0.47
H 16.98335 14.27534 -14.20029 0.47
H 18.88532 24.56451 -13.20906 0.47
O 20.92722 20.58695 -6.93965 -0.94
H 16.20414 14.47044 -12.91707 0.47
O 18.22292 19.53102 -11.08521 -0.94
O 22.00002 15.44834 -12.10687 -0.94
H 21.88058 20.66194 -6.89817 0.47
O 18.96248 23.80835 -13.79087 -0.94
H 18.72333 23.05971 -13.24445 0.47
H 17.57067 18.85414 -10.90458 0.47
O 16.21935 14.72528 -13.83960 -0.93
H 22.72194 15.51552 -11.48193 0.47
```

Version 2
Here is a cluster of 5 separate species, H10O5 in total from OMol25. Energies are from ωB97M-V with the def2-TZVPD basis set.

Calculated values
SMILES	O.O.O.O.O
highest occupied orbital energy	-10.675	eV
orbital gap	11.02	eV
multiplicity	1

```
15
Properties=species:S:1:pos:R:3:nbo_charge:R:1
H -0.84505 -1.62353 -0.53791 0.45
H -0.31592 0.25425 0.30814 0.49
H -0.52072 2.84134 0.46610 0.50
O -0.77007 2.04616 1.11218 -0.97
O -0.13355 -0.28224 -0.35017 -0.92
H 1.34500 -0.89103 2.52546 0.49
H -1.80972 2.11642 1.14261 0.49
H 0.51266 1.21641 -1.66170 0.49
H 0.29018 1.54489 -3.18417 0.47
O -1.56300 -2.27981 -0.67277 -0.94
H 2.55166 -1.44930 1.65506 0.49
H 0.22520 -1.10291 -0.00205 0.48
O 0.70073 1.84296 -2.34659 -0.97
H -1.25580 -2.94568 -0.10362 0.44
O 1.58839 -1.28792 1.64943 -0.97
```

Stability check: which of them is most stable? version 1.

Version 1
Here is a cluster of 5 separate species, H10O5 in total from OMol25. Energies are from ωB97M-V with the def2-TZVPD basis set.

Calculated values
SMILES	O.O.O.O.O
highest occupied orbital energy	-11.177	eV
orbital gap	11.75	eV
multiplicity	1

```
15
Properties=species:S:1:pos:R:3:nbo_charge:R:1
H -0.31741 1.91513 0.39699 0.51
H -0.47758 -2.00515 0.39762 0.51
H 1.40012 0.02736 -2.25346 0.48
H -1.37717 0.63009 2.08107 0.47
O 1.25208 -1.62963 0.63077 -0.98
H -0.61263 -0.26453 0.98751 0.50
H -0.20603 3.17584 -0.56981 0.48
O 0.47544 -0.19976 -2.01912 -0.99
O 0.17456 2.26837 -0.38085 -1.00
O -1.29523 -1.54492 0.31283 -0.95
H 0.05304 0.54781 -1.56340 0.51
H -1.44435 -1.16414 -0.58924 0.49
H 1.47213 -1.36474 -0.30606 0.50
O -0.59239 0.55065 1.63678 -1.02
H 1.49544 -0.94235 1.23835 0.49
```

Version 2
Here is a cluster of 5 separate species, H10O5 in total from OMol25. Energies are from ωB97M-V with the def2-TZVPD basis set.

Calculated values
SMILES	O.O.O.O.O
highest occupied orbital energy	-10.626	eV
orbital gap	10.68	eV
multiplicity	1

```
15
Properties=species:S:1:pos:R:3:nbo_charge:R:1
H -0.13053 0.42904 3.79029 0.48
H -1.03514 -0.83275 -2.82886 0.47
O 1.34560 1.63997 -0.99714 -0.97
H 0.72674 -1.68425 1.42308 0.48
H 0.19602 -0.03869 -3.23592 0.49
H -1.14053 0.07098 0.36164 0.47
H -1.03220 0.50896 -1.07303 0.49
H 2.02922 0.99105 -0.76045 0.46
O 0.42322 0.40374 2.99877 -0.97
O -0.09569 -1.49612 1.03358 -0.95
H 0.04079 -0.04651 2.23862 0.48
O -1.25712 0.84214 -0.17431 -0.97
H -0.07009 -2.17453 0.38763 0.48
H 0.52866 1.45766 -0.53313 0.49
O -0.52896 -0.07068 -2.63078 -0.94
```

Stability check: which of them is most stable? version 1.

Version 1
Here is a cluster of 5 separate species, H10O5 in total from OMol25. Energies are from ωB97M-V with the def2-TZVPD basis set.

Calculated values
SMILES	O.O.O.O.O
highest occupied orbital energy	-10.284	eV
orbital gap	10.28	eV
multiplicity	1

```
15
Properties=species:S:1:pos:R:3:nbo_charge:R:1
O -0.40892 -0.90036 0.48088 -0.99
O 1.32295 2.47798 -0.43753 -0.92
O -1.65306 1.31626 -0.83783 -0.95
H 1.33208 1.79449 -1.10760 0.45
H 0.49405 -1.01945 0.18642 0.49
H 1.78548 2.09136 0.30599 0.47
H 2.61417 -1.88096 -1.39378 0.48
O -1.98146 -1.66257 2.61431 -0.97
H -2.45896 -2.28230 2.06281 0.46
H -2.53675 1.66979 -0.73617 0.48
H -1.38913 1.57973 -1.71939 0.47
H -0.67147 -0.05598 0.11438 0.50
H -1.27341 -1.34085 2.05629 0.49
H 2.51570 -0.44488 -0.92489 0.47
O 2.30874 -1.34225 -0.66390 -0.94
```

Version 2
Here is a cluster of 5 separate species, H10O5 in total from OMol25. Energies are from ωB97M-V with the def2-TZVPD basis set.

Calculated values
SMILES	O.O.O.O.O
highest occupied orbital energy	-11.384	eV
orbital gap	11.57	eV
multiplicity	1

```
15
Properties=species:S:1:pos:R:3:nbo_charge:R:1
O -0.67655 0.05823 -0.40085 -0.94
O 1.35105 3.29010 -3.36590 -0.93
H -0.92689 -3.15165 0.25315 0.48
O 1.99842 -0.42287 1.08109 -0.94
H -2.31230 0.35114 2.90904 0.46
O -1.47474 0.31378 3.23970 -0.93
H -1.51119 -1.77061 -0.09416 0.47
H 1.87472 3.37564 -4.16873 0.46
H -0.98129 0.13983 2.42898 0.47
H 1.59660 -1.27829 0.85229 0.47
H 0.15795 -0.30131 -0.41386 0.48
H -1.23944 -0.38614 -1.07110 0.46
H 1.53710 -0.27109 2.00417 0.47
H 1.33767 2.26187 -3.25049 0.47
O -0.73111 -2.20863 -0.00331 -0.95
```

Version 3
Here is a cluster of 5 separate species, H10O5 in total from OMol25. Energies are from ωB97M-V with the def2-TZVPD basis set.

Calculated values
SMILES	O.O.O.O.O
highest occupied orbital energy	-11.196	eV
orbital gap	11.23	eV
multiplicity	1

```
15
Properties=species:S:1:pos:R:3:nbo_charge:R:1
O -0.12783 0.64975 -0.52733 -0.96
H 2.67034 1.45984 1.24608 0.47
H 1.53384 -2.00814 0.14500 0.45
O 1.01581 -2.26625 -0.61740 -0.94
H -0.25740 1.59506 -0.60372 0.47
H 2.34266 1.19223 2.69967 0.47
H -2.28420 0.94566 1.61712 0.46
H -2.31574 -0.09754 2.71377 0.46
O -0.92774 -0.86088 -3.53928 -0.94
H 0.28867 0.53283 0.32654 0.48
O 2.11957 1.76593 1.96664 -0.94
O -2.48368 0.02362 1.77924 -0.93
H 0.88273 -1.45262 -1.10374 0.48
H -0.79303 -0.13185 -2.93381 0.47
H -1.66398 -1.34763 -3.16879 0.47
```

Version 4
Here is a structure of composition H10O5 from OMol25. Energies are from ωB97M-V with the def2-TZVPD basis set.

Calculated values
highest occupied orbital energy	-8.374	eV
orbital gap	8.22	eV
multiplicity	1

```
15
Properties=species:S:1:pos:R:3:nbo_charge:R:1
H 2.20075 -0.10458 1.13689 0.43
H 0.53330 2.24961 -1.18111 0.51
O -0.47292 0.20914 0.18003 -0.93
H -0.08344 -1.61974 -0.81952 0.52
H 0.66658 2.61029 0.28315 0.50
O 0.24503 1.98586 -0.30730 -0.84
H -0.36911 -1.35557 -2.28257 0.49
O -0.10509 -0.91989 -1.47219 -0.88
O -1.30357 -1.09689 1.43978 -1.00
H 0.79854 -0.08283 0.56658 0.44
H -0.24422 1.13688 0.12329 0.46
H -0.40868 -0.10937 -0.72033 0.44
H -1.81641 -1.82476 1.08844 0.41
H -0.95359 -0.65459 0.66640 0.43
O 1.31284 -0.42356 1.29845 -0.97
```

Stability check: which of them is most stable? version 1.

Version 1
Here is a cluster of 5 separate species, H10O5 in total from OMol25. Energies are from ωB97M-V with the def2-TZVPD basis set.

Calculated values
SMILES	O.O.O.O.O
highest occupied orbital energy	-10.497	eV
orbital gap	10.62	eV
multiplicity	1

```
15
Properties=species:S:1:pos:R:3:nbo_charge:R:1
H -2.24874 3.05238 0.12675 0.46
H 0.77641 0.29489 1.67202 0.48
H -0.83300 -0.84333 0.34788 0.49
H 5.46297 0.95850 -1.15623 0.47
H 4.46929 -0.07487 -0.65148 0.47
H 0.44948 -1.64814 0.48035 0.45
O -0.05001 -1.11201 -0.14580 -0.94
O 5.31042 0.34133 -0.43179 -0.94
O -2.57397 -2.81038 -0.45755 -0.95
O -0.13282 0.42515 1.37989 -0.95
O -2.70410 3.41006 -0.64377 -0.93
H -2.53390 -3.71521 -0.78721 0.47
H -0.22556 1.38276 1.32179 0.47
H -3.51680 2.89452 -0.69614 0.47
H -1.64967 -2.55565 -0.35870 0.48
```

Version 2
Here is a cluster of 4 separate species, H10O5 in total from OMol25. Energies are from ωB97M-V with the def2-TZVPD basis set.

Calculated values
highest occupied orbital energy	-6.883	eV
orbital gap	7.18	eV
multiplicity	1

```
15
Properties=species:S:1:pos:R:3:nbo_charge:R:1
O -1.92436 -1.56558 1.06426 -0.94
H -1.26816 3.09797 -2.08441 0.46
H 1.42277 0.06320 0.43761 0.42
H -0.35269 4.13250 -1.45062 0.46
H 0.61896 -0.82745 -0.49549 0.46
O -0.43863 1.04762 1.11813 -0.92
O -0.63334 3.21409 -1.36852 -0.93
O 1.48434 -0.41461 -0.39720 -0.86
O 1.89352 -1.88423 -0.89035 -0.90
H 1.41623 -2.65731 -0.56859 0.43
H -1.38109 0.86074 1.04179 0.48
H -2.56133 -1.54037 1.78719 0.48
H 2.82003 -2.14664 -0.84897 0.47
H -0.02847 0.17595 1.14916 0.43
H -1.06777 -1.55590 1.50601 0.46
```

Stability check: which of them is most stable? version 1.

Version 1
Here is a structure of composition H10O5 from OMol25. Energies are from ωB97M-V with the def2-TZVPD basis set.

Calculated values
highest occupied orbital energy	-8.815	eV
orbital gap	8.51	eV
multiplicity	1

```
15
Properties=species:S:1:pos:R:3:nbo_charge:R:1
H -1.69731 -0.97187 2.45377 0.43
H -0.91475 -0.49319 1.24947 0.46
H 0.78495 -0.17950 0.22145 0.44
H -0.19461 1.00939 0.36023 0.44
O -0.59614 1.87462 0.28038 -0.99
H 2.74302 -0.22371 0.50953 0.51
H -1.25062 -1.07284 -2.35726 0.50
O -0.16771 -0.23496 0.29638 -0.93
H 2.10760 0.42234 -0.70322 0.50
O -1.77974 -0.80572 1.51472 -1.00
H 0.10234 2.48586 0.51440 0.43
H -0.43302 -0.79992 -0.42934 0.49
O 1.89431 -0.04399 0.10503 -0.86
H -0.05370 -0.15199 -2.25081 0.49
O -0.54462 -0.81452 -1.76474 -0.90
```

Version 2
Here is a cluster of 5 separate species, H10O5 in total from OMol25. Energies are from ωB97M-V with the def2-TZVPD basis set.

Calculated values
SMILES	O.O.O.O.O
highest occupied orbital energy	-10.863	eV
orbital gap	11.20	eV
multiplicity	1

```
15
Properties=species:S:1:pos:R:3:nbo_charge:R:1
H 1.05193 0.64600 1.51067 0.49
H 1.91193 -0.12800 2.52267 0.47
O -0.91207 -0.94800 -1.43533 -0.95
O -0.55107 0.90800 0.43167 -1.00
O 1.92993 0.38600 1.71467 -0.97
H -2.30507 -1.72300 1.43567 0.47
H 1.96093 1.54100 -1.13533 0.48
H -0.86607 0.17600 -0.11633 0.50
H -1.30807 -1.84700 -1.36333 0.50
H -1.21707 -0.60000 1.55167 0.49
H 1.69493 0.71600 -2.32833 0.47
H -1.28507 -0.51800 -2.20133 0.48
O -1.35707 -1.56700 1.54767 -0.96
H -0.16007 1.43500 -0.22633 0.49
O 1.41193 1.52300 -1.90833 -0.95
```

Version 3
Here is a cluster of 5 separate species, H10O5 in total from OMol25. Energies are from ωB97M-V with the def2-TZVPD basis set.

Calculated values
SMILES	O.O.O.O.O
highest occupied orbital energy	-11.133	eV
orbital gap	11.59	eV
multiplicity	1

```
15
Properties=species:S:1:pos:R:3:nbo_charge:R:1
H -0.94547 0.61091 -1.15132 0.49
O 1.57760 0.97401 -0.01661 -1.03
H 1.05045 -0.67019 1.12772 0.49
H 0.62453 1.31341 -0.13229 0.52
H 2.14923 1.74565 -0.24928 0.49
O -1.77585 0.13369 1.65595 -1.01
H 0.39351 -1.58625 0.22628 0.50
H 0.96877 -1.53841 -2.45305 0.49
O 0.55183 -1.00162 -1.72288 -1.00
O -1.03659 1.41083 -0.57479 -0.98
H -2.59684 -0.37641 1.80225 0.48
H 1.23603 -0.32120 -1.44346 0.51
O 0.38835 -1.36847 1.21201 -0.97
H -0.98509 -0.44997 1.57811 0.51
H -1.60047 1.12402 0.14137 0.51
```

Version 4
Here is a structure of composition H10O5 from OMol25. Energies are from ωB97M-V with the def2-TZVPD basis set.

Calculated values
highest occupied orbital energy	-9.424	eV
orbital gap	9.12	eV
multiplicity	1

```
15
Properties=species:S:1:pos:R:3:nbo_charge:R:1
O 6.71801 -8.94312 15.74926 -1.01
H 8.14344 -7.32137 13.99052 0.46
H 9.59646 -7.05609 14.88610 0.44
H 7.26382 -8.62723 15.02916 0.43
H 5.72906 -8.86191 12.26496 0.53
H 9.21380 -7.36739 16.31738 0.48
H 6.06720 -7.07495 12.36087 0.41
O 6.29443 -8.11676 12.46828 -0.80
H 7.10634 -8.29499 11.99365 0.52
H 5.39453 -6.04059 11.48364 0.45
H 6.21296 -8.17696 16.02156 0.43
O 7.52318 -8.00683 14.23883 -0.86
O 9.68952 -7.72277 15.56663 -0.91
O 5.91119 -6.13368 12.28404 -1.02
H 6.78086 -7.88463 13.64700 0.47
```

Stability check: which of them is most stable? version 3.

Version 1
Here is a cluster of 5 separate species, H10O5 in total from OMol25. Energies are from ωB97M-V with the def2-TZVPD basis set.

Calculated values
SMILES	O.O.O.O.O
highest occupied orbital energy	-10.969	eV
orbital gap	11.22	eV
multiplicity	1

```
15
Properties=species:S:1:pos:R:3:nbo_charge:R:1
O 1.88176 -1.75128 -2.53284 -0.97
O -2.88581 3.83912 1.50969 -0.93
H 0.61167 -3.33597 0.36455 0.48
H -2.42356 4.50329 2.03457 0.47
O -1.04265 -0.56050 1.28025 -0.96
H -0.00612 -1.98289 0.23649 0.50
H -0.66014 0.29426 1.02856 0.48
O 0.77207 -2.47940 -0.05600 -0.97
O 1.19629 1.35705 -0.66020 -0.95
H 1.36228 -1.87363 -1.71631 0.49
H -2.15920 3.26986 1.22679 0.46
H 1.37839 0.54588 -0.16587 0.46
H -1.91821 -0.32332 1.60390 0.48
H 1.63386 1.12422 -1.49236 0.48
H 2.25935 -2.62672 -2.66122 0.46
```

Version 2
Here is a cluster of 5 separate species, H10O5 in total from OMol25. Energies are from ωB97M-V with the def2-TZVPD basis set.

Calculated values
SMILES	O.O.O.O.O
highest occupied orbital energy	-10.783	eV
orbital gap	10.98	eV
multiplicity	1

```
15
Properties=species:S:1:pos:R:3:nbo_charge:R:1
H -1.57075 0.06879 -2.53799 0.50
O 0.17175 1.04080 0.12808 -1.00
O -1.75969 0.26409 -1.58537 -0.96
H -2.63459 -0.45085 2.44004 0.47
H -0.45555 0.81105 -0.57649 0.50
H 3.37726 0.61342 -0.05734 0.46
H 0.20211 0.29253 0.73106 0.49
H 1.69579 -1.49148 -0.32595 0.47
O -1.70939 -0.49127 2.14294 -0.94
O 2.78832 0.87480 -0.74434 -0.97
H -2.36805 1.05544 -1.48463 0.50
H 1.97231 1.08977 -0.31893 0.49
O 1.24131 -1.72124 0.46003 -0.93
H 0.63036 -2.28928 0.05996 0.46
H -1.58117 0.33343 1.66891 0.47
```

Stability check: which of them is most stable? version 1.